[1]
The molecule C3H8O3 at a distorted geometry, computed with ωB97M-V/def2-TZVPD.

Positions of all 14 atoms, in Å:
C1 0.096 1.220 1.340
C2 0.196 0.146 -0.153
C3 0.744 -1.220 0.164
O1 0.843 0.910 -1.113
O2 -1.165 -0.011 -0.389
O3 -1.404 -0.907 -1.499
H1 0.628 0.795 2.163
H2 0.485 2.278 1.007
H3 -1.030 1.274 1.345
H4 0.406 -1.862 -0.667
H5 0.274 -1.640 0.999
H6 1.845 -1.166 0.303
H7 0.412 0.892 -2.010
H8 -2.329 -0.710 -1.489

Results
Orbital gap, eV: 10.436
Structure (SMILES): CC(C)(O)OO
Energy above the lowest of the compared OMol25 structures with the same formula, charge and spin, kcal per mole: 107.9
Highest occupied orbital energy, eV: -9.72

***

[2]
A structure of composition C32H33BN10SSiY, computed with ωB97M-V/def2-TZVPD.

Positions of all 79 atoms, in Å:
Y1 -0.640 -0.655 0.387
C1 -3.593 2.966 0.199
C2 -2.647 2.246 0.921
N1 -2.447 1.041 0.380
N2 -3.288 0.961 -0.681
C3 -3.971 2.106 -0.812
B1 -3.697 -0.370 -1.363
N3 -2.612 -0.845 -2.338
C4 -2.701 -1.001 -3.665
C5 -1.483 -1.459 -4.132
C6 -0.689 -1.553 -2.992
N4 -1.382 -1.188 -1.909
N5 -3.860 -1.437 -0.259
C7 -4.956 -2.172 -0.022
C8 -4.660 -3.101 0.956
C9 -3.325 -2.850 1.269
N6 -2.851 -1.839 0.540
H1 -3.968 3.955 0.392
H2 -2.140 2.546 1.819
H3 -4.678 2.241 -1.612
H4 -4.727 -0.222 -1.940
H5 -3.615 -0.783 -4.191
H6 -1.202 -1.680 -5.146
H7 0.341 -1.859 -2.908
H8 -5.870 -2.002 -0.564
H9 -5.319 -3.844 1.368
H10 -2.686 -3.356 1.975
C10 0.129 3.137 3.310
C11 0.066 2.586 4.580
C12 0.159 1.211 4.712
C13 0.259 0.426 3.568
N7 0.136 0.951 2.343
C14 0.124 2.277 2.225
C15 0.646 -1.003 3.626
C16 1.291 -1.502 4.753
C17 1.711 -2.818 4.750
C18 1.513 -3.586 3.620
C19 0.905 -3.010 2.509
N8 0.465 -1.746 2.528
C20 0.685 -3.788 1.265
C21 1.261 -5.039 1.074
C22 0.953 -5.767 -0.062
C23 0.065 -5.230 -0.976
C24 -0.443 -3.966 -0.727
N9 -0.127 -3.246 0.348
H11 0.156 4.206 3.158
H12 -0.036 3.216 5.453
H13 0.129 0.760 5.693
H14 0.132 2.666 1.214
H15 1.482 -0.874 5.609
H16 2.196 -3.241 5.619
H17 1.834 -4.616 3.611
H18 1.957 -5.450 1.789
H19 1.392 -6.743 -0.217
H20 -0.224 -5.770 -1.866
H21 -1.144 -3.519 -1.418
C25 1.340 1.904 -4.170
Si1 2.521 2.934 -3.124
C26 4.233 2.878 -3.924
C27 1.851 4.703 -3.103
C28 2.840 2.438 -1.306
C29 3.740 3.228 -0.595
C30 4.077 2.938 0.720
C31 3.500 1.827 1.298
N10 2.615 1.054 0.671
C32 2.282 1.355 -0.590
S1 1.110 0.286 -1.345
H22 1.268 2.353 -5.165
H23 0.341 1.862 -3.741
H24 1.694 0.880 -4.287
H25 4.181 3.181 -4.971
H26 4.645 1.867 -3.889
H27 4.939 3.541 -3.420
H28 1.735 5.070 -4.124
H29 2.516 5.394 -2.581
H30 0.873 4.755 -2.622
H31 4.184 4.089 -1.084
H32 4.771 3.558 1.270
H33 3.738 1.539 2.319

Results
Orbital gap, eV: 6.545
Energy above the lowest of the compared OMol25 structures with the same formula, charge and spin, kcal per mole: 46.0
Net charge: +1
Highest occupied orbital energy, eV: -9.90

***

[3]
The ion C9H12N3 with charge +1 at a distorted geometry, computed with ωB97M-V/def2-TZVPD.

Positions of all 24 atoms, in Å:
N1 -2.042 1.846 -3.109
C1 -1.279 1.304 -2.154
C2 -1.329 -0.106 -1.833
C3 -0.819 -0.528 -0.670
C4 -0.236 0.366 0.297
C5 0.442 -0.157 1.445
N2 0.893 0.570 2.485
N3 0.572 -1.663 1.495
C6 1.837 -2.114 2.010
C7 1.348 -2.517 0.689
C8 -0.293 1.735 0.069
C9 -0.726 2.158 -1.175
H1 -2.131 1.311 -3.927
H2 -2.122 2.832 -3.084
H3 -1.818 -0.906 -2.409
H4 -0.856 -1.599 -0.335
H5 0.867 1.544 2.352
H6 1.589 0.083 3.064
H7 1.749 -2.944 2.829
H8 2.546 -1.362 2.293
H9 1.846 -2.030 -0.053
H10 0.792 -3.474 0.389
H11 -0.033 2.525 0.673
H12 -0.798 3.126 -1.341

Results
Orbital gap (alpha / beta), eV: 7.738 / 7.737
Structure (SMILES): Nc1ccc(C(=[NH2+])N2CC2)cc1
Energy above the lowest of the compared OMol25 structures with the same formula, charge and spin, kcal per mole: 46.8
Net charge: +1
Highest occupied orbital energy (alpha / beta), eV: -12.00 / -12.00

***

[4]
A cluster of 7 separate species, C21H51NO14 in total at a distorted geometry, computed with ωB97M-V/def2-TZVPD.

Positions of all 87 atoms, in Å:
C1 16.577 -4.934 -30.981
C2 15.770 -5.521 -29.789
O1 15.542 -4.491 -28.791
C3 14.628 -3.529 -28.942
O2 13.678 -3.625 -29.751
O3 14.856 -2.566 -28.096
C4 13.957 -1.484 -28.117
H1 16.871 -5.706 -31.692
H2 17.511 -4.472 -30.660
H3 15.989 -4.218 -31.556
H4 16.307 -6.320 -29.278
H5 14.849 -5.955 -30.179
H6 14.130 -0.721 -27.358
H7 12.931 -1.848 -28.064
H8 14.070 -0.982 -29.078
C5 15.107 2.886 -23.171
C6 15.039 4.424 -23.286
O4 14.594 4.830 -24.551
C7 15.368 4.749 -25.649
O5 16.512 4.391 -25.668
O6 14.677 5.251 -26.591
C8 15.169 5.229 -27.934
H9 14.150 2.365 -23.138
H10 15.573 2.677 -22.209
H11 15.734 2.441 -23.944
H12 16.082 4.699 -23.126
H13 14.428 4.974 -22.571
H14 15.362 4.233 -28.335
H15 16.062 5.835 -28.087
H16 14.421 5.741 -28.539
C9 20.733 8.709 -18.041
C10 21.069 7.613 -17.024
O7 21.536 6.482 -17.740
C11 20.656 5.509 -18.278
O8 19.424 5.526 -18.155
O9 21.404 4.542 -18.860
C12 20.755 3.482 -19.528
H17 21.636 8.881 -18.627
H18 20.282 9.632 -17.675
H19 20.078 8.286 -18.802
H20 20.081 7.424 -16.605
H21 21.749 7.936 -16.236
H22 19.804 3.246 -19.052
H23 21.419 2.618 -19.503
H24 20.417 3.810 -20.511
C13 16.700 13.525 -21.301
O10 16.681 12.499 -22.260
C14 15.805 12.820 -23.391
C15 16.062 11.947 -24.692
N1 17.139 12.435 -25.531
C16 18.433 12.073 -24.916
C17 18.665 10.573 -24.900
O11 19.948 10.232 -24.501
C18 20.294 8.837 -24.468
H25 16.777 14.555 -21.649
H26 17.525 13.441 -20.594
H27 15.834 13.487 -20.641
H28 15.770 13.891 -23.593
H29 14.764 12.627 -23.134
H30 15.173 12.030 -25.317
H31 16.139 10.925 -24.321
H32 16.993 13.433 -25.583
H33 18.706 12.594 -23.999
H34 19.207 12.467 -25.575
H35 18.322 10.119 -25.830
H36 18.107 10.133 -24.073
H37 21.355 8.788 -24.224
H38 20.149 8.378 -25.446
H39 19.746 8.296 -23.697
C19 19.645 3.008 -31.187
O12 19.477 2.056 -32.260
H40 19.369 4.000 -31.543
H41 18.993 2.799 -30.339
H42 20.667 2.952 -30.811
H43 18.557 1.872 -32.464
C20 19.558 -0.228 -25.835
O13 20.207 1.032 -25.592
H44 20.103 -0.902 -25.174
H45 18.524 -0.243 -25.490
H46 19.558 -0.497 -26.891
H47 19.616 1.775 -25.737
C21 25.379 -1.335 -24.518
O14 26.422 -1.525 -23.602
H48 25.763 -1.234 -25.533
H49 24.765 -2.234 -24.478
H50 24.811 -0.436 -24.278
H51 26.037 -1.726 -22.745

Results
Orbital gap, eV: 8.896
Structure (SMILES): CCOC(=O)OC.CCOC(=O)OC.CCOC(=O)OC.COCCNCCOC.CO.CO.CO
Energy above the lowest of the compared OMol25 structures with the same formula, charge and spin, kcal per mole: 54.0
Highest occupied orbital energy, eV: -8.85

***

| no. | calculated total energy (eV) |
| --- | --- |
| 1 | -9379.1219 |
| 2 | -69056.3188 |
| 3 | -13989.4150 |
| 4 | -52754.2251 |